Record 1
{"formula": "C29H40MoN2O2P3", "method": "the ωB97M-V functional and the def2-TZVPD basis", "symbols": ["C", "C", "N", "C", "C", "C", "C", "P", "Mo", "P", "C", "O", "O", "H", "H", "H", "C", "C", "H", "H", "H", "H", "C", "C", "H", "H", "H", "H", "H", "H", "H", "H", "H", "H", "H", "H", "H", "H", "H", "H", "H", "H", "N", "P", "C", "C", "C", "C", "C", "C", "C", "C", "C", "C", "C", "C", "C", "C", "C", "C", "C", "C", "H", "H", "H", "H", "H", "H", "H", "H", "H", "H", "H", "H", "H", "H", "H"], "coordinates": [[-0.726, 0.917, -3.924], [-0.919, 0.628, -2.549], [-0.022, 1.150, -1.612], [0.875, 2.078, -2.003], [0.985, 2.477, -3.330], [0.206, 1.855, -4.307], [-1.977, -0.163, -2.093], [-2.284, -0.399, -0.364], [-0.191, 0.453, 0.505], [2.024, 1.518, 0.459], [1.787, 2.682, -0.949], [-0.832, -3.982, -5.118], [1.226, -5.908, -1.060], [-1.363, 0.398, -4.644], [1.711, 3.249, -3.568], [0.329, 2.127, -5.349], [-3.823, 0.505, 0.011], [-2.759, -2.141, -0.173], [2.782, 2.892, -1.370], [1.394, 3.630, -0.540], [-1.470, -4.466, -4.589], [-2.618, -0.600, -2.862], [2.566, 2.458, 1.902], [3.489, 0.571, -0.025], [0.352, -1.120, 0.102], [0.539, -5.381, -0.618], [2.003, -5.350, -1.035], [-0.077, -3.828, -4.522], [-0.865, 1.985, 0.715], [1.071, -0.652, -0.019], [-4.656, 0.094, -0.579], [-4.035, 0.397, 1.084], [-3.689, 1.567, -0.233], [-3.618, -2.352, -0.826], [-1.917, -2.788, -0.456], [-3.036, -2.350, 0.868], [4.344, 1.256, -0.128], [3.698, -0.174, 0.756], [3.311, 0.057, -0.978], [3.498, 2.992, 1.663], [1.790, 3.174, 2.203], [2.742, 1.754, 2.727], [-0.254, 0.136, 2.294], [-0.068, -0.372, 3.855], [-1.467, -1.446, 4.182], [-2.315, -1.201, 5.282], [-3.498, -1.925, 5.422], [-3.841, -2.910, 4.490], [-2.973, -3.195, 3.431], [-1.785, -2.480, 3.283], [1.550, -1.139, 3.993], [1.748, -2.471, 3.581], [3.032, -3.006, 3.542], [4.133, -2.244, 3.948], [3.937, -0.935, 4.406], [2.656, -0.383, 4.435], [-0.119, 1.069, 4.902], [0.276, 0.976, 6.254], [0.212, 2.103, 7.075], [-0.224, 3.328, 6.555], [-0.602, 3.421, 5.212], [-0.568, 2.294, 4.388], [-2.042, -0.434, 6.010], [-4.162, -1.713, 6.262], [-4.780, -3.458, 4.587], [-3.225, -3.982, 2.716], [-1.104, -2.716, 2.460], [0.893, -3.085, 3.295], [3.183, -4.029, 3.188], [5.138, -2.665, 3.914], [4.789, -0.338, 4.736], [2.515, 0.633, 4.815], [0.635, 0.025, 6.653], [0.506, 2.023, 8.122], [-0.271, 4.210, 7.198], [-0.932, 4.374, 4.796], [-0.879, 2.357, 3.344]], "mulliken_charge": [-0.97, 1.16, 0.38, 0.69, -0.84, -0.49, -1.65, 1.57, -0.66, 1.16, -1.24, -0.62, -0.62, 0.43, 0.48, 0.43, -1.38, -1.09, 0.52, 0.45, 0.31, 0.38, -0.92, -1.49, -0.02, 0.31, 0.31, 0.31, -0.06, 0.17, 0.43, 0.34, 0.36, 0.52, 0.29, 0.05, 0.46, 0.33, 0.40, 0.49, 0.32, 0.06, -0.37, 1.45, 0.65, -0.48, -0.74, -0.68, -0.94, -0.57, 0.61, -0.33, -0.74, -0.55, -0.71, -0.35, 0.10, -0.28, -0.76, -0.50, -0.65, -0.45, 0.34, 0.42, 0.40, 0.48, 0.58, 0.26, 0.46, 0.40, 0.41, 0.38, 0.51, 0.42, 0.40, 0.42, 0.36], "charge": 1, "lumo_ev": [-2.22, -4.32], "energy_ha": -2481.03827, "e_homo_ha": [-0.2994, -0.3648], "multiplicity": 3, "s_squared": 2.04, "mol_weight_da": 637.51}

---

Record 2
{"formula": "C29H40N5O3", "method": "the ωB97M-V functional and the def2-TZVPD basis", "symbols": ["C", "N", "C", "C", "C", "C", "C", "C", "N", "C", "C", "C", "N", "C", "C", "C", "C", "C", "C", "C", "C", "C", "O", "N", "C", "C", "C", "C", "C", "C", "C", "C", "C", "N", "O", "O", "C", "H", "H", "H", "H", "H", "H", "H", "H", "H", "H", "H", "H", "H", "H", "H", "H", "H", "H", "H", "H", "H", "H", "H", "H", "H", "H", "H", "H", "H", "H", "H", "H", "H", "H", "H", "H", "H", "H", "H", "H"], "coordinates": [[0.587, 3.167, 2.316], [1.579, 2.257, 1.757], [2.610, 1.919, 2.747], [2.121, 2.797, 0.526], [2.811, 1.719, -0.323], [4.031, 2.199, -1.046], [4.150, 1.333, -2.304], [2.906, 0.464, -2.417], [1.969, 0.926, -1.321], [0.268, 1.129, -1.964], [-0.552, 0.088, -1.332], [-0.753, 0.039, 0.002], [-1.698, -0.763, 0.599], [-1.546, -1.124, 2.000], [-0.231, -1.849, 2.292], [0.036, -1.928, 3.772], [0.222, -3.166, 4.386], [0.387, -3.239, 5.770], [0.413, -2.063, 6.537], [0.274, -0.811, 5.908], [0.091, -0.748, 4.518], [-2.783, -1.991, 2.250], [-3.106, -2.510, 3.316], [-3.508, -1.997, 1.093], [-4.706, -2.808, 1.000], [-2.743, -1.529, -0.071], [-2.192, -2.742, -0.836], [-3.658, -0.704, -0.997], [0.134, 1.188, -3.507], [0.824, 2.162, -4.253], [0.680, 2.221, -5.661], [-0.133, 1.320, -6.340], [-0.921, 0.438, -5.603], [-1.842, -0.425, -6.271], [-1.807, -0.416, -7.528], [-2.624, -1.150, -5.617], [-0.785, 0.370, -4.188], [-0.199, 3.348, 1.563], [0.122, 2.718, 3.197], [1.018, 4.145, 2.611], [3.394, 1.292, 2.309], [3.091, 2.805, 3.201], [2.137, 1.355, 3.557], [1.351, 3.333, -0.067], [2.895, 3.572, 0.755], [3.111, 0.938, 0.392], [3.979, 3.267, -1.274], [4.884, 2.049, -0.368], [4.268, 1.929, -3.219], [5.032, 0.694, -2.199], [2.428, 0.530, -3.390], [3.093, -0.612, -2.237], [1.766, 0.077, -0.812], [0.172, 2.139, -1.511], [-0.990, -0.699, -1.963], [-0.149, 0.650, 0.698], [-1.645, -0.211, 2.625], [-0.281, -2.858, 1.848], [0.581, -1.312, 1.780], [0.187, -4.073, 3.773], [0.478, -4.211, 6.255], [0.549, -2.116, 7.613], [0.287, 0.101, 6.488], [-0.050, 0.215, 4.026], [-5.055, -3.006, 2.012], [-5.472, -2.265, 0.452], [-4.524, -3.762, 0.501], [-1.511, -3.317, -0.198], [-3.029, -3.393, -1.130], [-1.663, -2.451, -1.749], [-4.084, 0.133, -0.429], [-3.102, -0.320, -1.861], [-4.482, -1.345, -1.362], [1.418, 2.917, -3.730], [1.178, 3.000, -6.248], [-0.182, 1.257, -7.433], [-1.500, -0.288, -3.692]], "mulliken_charge": [-1.15, 0.46, -0.94, -1.46, 0.40, -0.84, -0.65, -0.43, -0.12, 1.17, -0.72, -0.70, 0.44, -0.04, 0.07, 0.40, -0.43, -0.62, -0.51, -0.88, -0.03, 0.03, -0.67, 0.25, -0.99, 0.31, -1.30, -1.57, -0.46, 0.05, -0.91, -0.48, -0.65, 0.94, -0.58, -0.57, -0.18, 0.33, 0.32, 0.40, 0.34, 0.31, 0.26, 0.47, 0.46, 0.07, 0.43, 0.30, 0.34, 0.27, 0.39, 0.30, 0.32, 0.61, -0.19, 0.84, 0.28, 0.29, 0.05, 0.34, 0.38, 0.38, 0.42, 0.41, 0.39, 0.32, 0.35, 0.24, 0.47, 0.31, 0.37, 0.17, 0.53, 0.54, 0.39, 0.51, 0.67], "charge": 1, "lumo_ev": -3.69, "energy_ha": -1628.18055, "e_homo_ha": -0.4054, "mol_weight_da": 506.67, "relative_energy_ev": 0.503, "smiles": "CN(C)C[C@@H]1CCC[N@@H+]1[C@H](/C=C/N1[C@H](Cc2ccccc2)C(=O)N(C)C1(C)C)c1cccc([N+](=O)[O-])c1"}

---

Record 3
{"formula": "C29H40N7O6RbS2", "method": "the ωB97M-V functional and the def2-TZVPD basis", "symbols": ["Rb", "C", "O", "C", "C", "O", "C", "C", "O", "C", "H", "H", "H", "H", "H", "H", "H", "H", "H", "H", "H", "H", "H", "H", "C", "N", "C", "C", "N", "C", "S", "C", "C", "C", "C", "C", "N", "H", "H", "H", "H", "H", "H", "H", "H", "H", "O", "C", "C", "C", "C", "C", "C", "C", "O", "O", "H", "H", "H", "H", "H", "S", "C", "N", "C", "C", "C", "N", "H", "H", "H", "H", "H", "H", "H", "H", "N", "C", "C", "N", "C", "H", "H", "H", "H"], "coordinates": [[-0.061, -0.602, 1.405], [-2.993, -0.853, 3.500], [-2.683, -1.845, 2.530], [-3.371, -1.609, 1.319], [-3.011, -2.667, 0.311], [-1.678, -2.493, -0.135], [-1.334, -3.366, -1.206], [-1.184, -2.632, -2.517], [0.072, -2.005, -2.534], [0.367, -1.411, -3.777], [-4.066, -0.862, 3.726], [-2.700, 0.141, 3.153], [-2.436, -1.100, 4.402], [-3.124, -0.610, 0.937], [-4.459, -1.640, 1.476], [-3.707, -2.590, -0.536], [-3.129, -3.661, 0.760], [-2.090, -4.150, -1.305], [-0.377, -3.831, -0.960], [-1.994, -1.894, -2.633], [-1.260, -3.351, -3.348], [0.277, -2.143, -4.590], [1.396, -1.059, -3.730], [-0.288, -0.559, -3.979], [3.883, -5.827, 0.492], [4.316, -4.502, 0.106], [5.574, -4.155, -0.354], [5.567, -2.831, -0.578], [4.295, -2.371, -0.259], [3.508, -3.407, 0.169], [1.931, -3.397, 0.708], [3.886, -1.013, -0.386], [4.616, -0.027, 0.261], [4.206, 1.287, 0.090], [3.078, 1.543, -0.674], [2.420, 0.471, -1.264], [2.829, -0.790, -1.141], [4.749, -6.486, 0.494], [3.134, -6.200, -0.205], [3.437, -5.790, 1.484], [6.353, -4.884, -0.484], [6.328, -2.172, -0.951], [5.459, -0.289, 0.886], [4.751, 2.094, 0.563], [2.702, 2.546, -0.825], [1.533, 0.640, -1.862], [-3.016, 4.279, 1.217], [-1.690, 4.563, 1.059], [-1.260, 5.828, 0.673], [0.092, 6.091, 0.519], [1.025, 5.096, 0.763], [0.585, 3.843, 1.166], [-0.764, 3.554, 1.313], [-1.169, 2.148, 1.707], [-0.608, 1.658, 2.706], [-1.977, 1.542, 0.953], [-3.527, 5.071, 1.021], [-1.992, 6.607, 0.486], [0.411, 7.077, 0.206], [2.082, 5.293, 0.634], [1.298, 3.051, 1.364], [-0.336, 2.352, -2.772], [-1.875, 1.655, -2.810], [-2.418, 1.294, -3.999], [-3.698, 0.630, -4.156], [-4.619, 1.053, -3.024], [-3.908, 0.823, -1.703], [-2.605, 1.464, -1.714], [-1.822, 1.448, -4.793], [-3.576, -0.460, -4.149], [-4.116, 0.907, -5.124], [-5.548, 0.484, -3.061], [-4.862, 2.113, -3.130], [-3.800, -0.254, -1.520], [-4.473, 1.239, -0.869], [-2.206, 1.710, -0.797], [1.960, 2.054, 4.177], [1.286, 1.440, 5.198], [1.353, 0.107, 4.929], [2.034, -0.110, 3.754], [2.373, 1.082, 3.330], [1.965, 3.040, 3.983], [0.814, 1.994, 5.990], [0.950, -0.708, 5.507], [2.916, 1.293, 2.422]], "mulliken_charge": [0.64, -0.53, -0.39, -0.40, -0.81, 0.16, -0.92, 0.18, 0.03, -0.71, 0.34, 0.20, 0.22, 0.11, 0.45, 0.48, 0.44, 0.47, 0.15, -0.36, 0.48, 0.39, 0.19, 0.10, -0.85, 0.27, -0.53, -0.41, 0.40, -0.17, -0.39, 0.00, -0.15, -0.86, -0.31, 0.01, 0.07, 0.31, 0.29, 0.32, 0.43, 0.47, 0.50, 0.36, 0.53, -0.30, -0.53, 1.33, -0.86, -0.62, -1.02, 0.03, -0.33, 0.12, -0.65, -0.68, 0.29, 0.26, 0.38, 0.42, 0.68, -0.39, 0.13, -0.13, -0.59, -0.81, -0.17, 0.49, 0.30, 0.20, 0.42, 0.38, 0.34, -0.17, 0.41, -0.15, 0.07, -0.38, -0.44, -0.41, -0.38, 0.26, 0.41, 0.43, 0.46], "charge": 0, "lumo_ev": 0.35, "energy_ha": -2784.33165, "e_homo_ha": -0.2765, "mol_weight_da": 732.28}